No. 1
Below is CBrClOS in the gas phase in a non-equilibrium geometry, with properties calculated with ωB97M-V with the def2-TZVPD basis set.

energy relative to the best compared isomer or geometry (same formula, charge and spin) = 0.0 kcal/mol
<S²> = 2.008
electronic energy = -3545.608638 Ha
orbital gap (alpha / beta) = 8.337 / 6.606 eV

```
! wB97M-V def2-TZVPD RIJCOSX def2/J DEFGRID3
* xyz 0 3
C 0.700 0.702 0.214
O 0.799 1.864 0.079
S -0.714 -0.727 -0.033
Cl -2.695 -1.304 -0.834
Br 1.911 -0.535 0.575
*
```



No. 2
Below is 3 unconnected molecules or ions with the total composition C8H13N in a non-equilibrium geometry, with properties calculated with ωB97M-V with the def2-TZVPD basis set.

energy relative to the best compared isomer or geometry (same formula, charge and spin) = 270.9 kcal/mol
electronic energy = -366.945487 Ha
orbital gap = 7.391 eV

```
! wB97M-V def2-TZVPD RIJCOSX def2/J DEFGRID3
* xyz 0 1
C -1.460 -0.951 1.902
C -0.639 -1.085 0.573
C 0.972 -1.096 0.882
C 1.875 -0.498 -0.222
C 1.612 0.392 -1.258
C 0.211 0.986 -0.886
C -1.421 0.992 -1.174
C -0.894 -0.345 -0.796
H -1.276 -2.038 2.602
H -2.522 -0.648 1.627
H -0.837 -0.079 2.309
H -0.997 -2.170 0.405
H 1.048 -0.754 2.062
H 1.209 -2.109 1.109
H 2.947 -0.969 -0.137
H 2.009 0.736 -2.271
H 1.417 2.127 0.395
H -1.062 2.566 0.102
H -1.904 1.584 -0.303
H -1.695 1.320 -2.297
H -0.558 -0.947 -1.698
N 0.098 1.573 0.281
*
```



No. 3
Below is C21H23F2N3O5S in the gas phase in a non-equilibrium geometry, with properties calculated with ωB97M-V with the def2-TZVPD basis set.

energy relative to the best compared isomer or geometry (same formula, charge and spin) = 30.5 kcal/mol
electronic energy = -1952.408198 Ha
orbital gap = 7.714 eV
SMILES string = COCCCn1c(=O)/c(=C\c2ccccc2OC(F)F)s/c1=C(/C#N)C(=O)NCCOC

```
! wB97M-V def2-TZVPD RIJCOSX def2/J DEFGRID3
* xyz 0 1
C 1.005 2.105 -2.326
O 0.096 2.529 -1.341
C 0.499 3.664 -0.602
C 1.606 3.398 0.427
C 1.138 2.471 1.553
N 0.654 1.209 1.036
C -0.714 1.083 0.802
O -1.515 1.878 1.234
C -0.972 -0.162 0.077
C -2.148 -0.611 -0.394
C -3.393 0.132 -0.460
C -3.429 1.469 -0.851
C -4.632 2.138 -0.959
C -5.818 1.481 -0.679
C -5.811 0.147 -0.303
C -4.607 -0.524 -0.204
O -4.483 -1.869 0.173
C -5.559 -2.611 0.434
F -6.417 -2.705 -0.615
F -6.310 -2.137 1.460
S 0.520 -1.100 -0.104
C 1.440 0.188 0.613
C 2.808 0.075 0.715
C 3.677 1.028 1.250
N 4.472 1.757 1.656
C 3.391 -1.177 0.211
O 2.669 -2.047 -0.271
N 4.723 -1.323 0.343
C 5.434 -2.454 -0.202
C 6.397 -1.999 -1.309
O 7.313 -1.021 -0.876
C 8.376 -1.510 -0.095
H 1.939 1.724 -1.897
H 0.512 1.300 -2.868
H 1.243 2.921 -3.019
H -0.407 3.995 -0.087
H 0.829 4.455 -1.291
H 1.904 4.349 0.867
H 2.482 2.973 -0.066
H 0.286 2.923 2.070
H 1.945 2.296 2.266
H -2.184 -1.623 -0.778
H -2.501 1.966 -1.088
H -4.646 3.173 -1.264
H -6.761 2.001 -0.754
H -6.748 -0.345 -0.095
H -5.228 -3.629 0.696
H 5.285 -0.538 0.638
H 4.695 -3.145 -0.611
H 5.986 -2.955 0.601
H 6.923 -2.873 -1.716
H 5.825 -1.521 -2.109
H 8.039 -1.882 0.878
H 8.911 -2.313 -0.616
H 9.049 -0.669 0.060
*
```



No. 4
Below is 4 unconnected molecules or ions with the total composition CH10O3S2 in a non-equilibrium geometry, with properties calculated with ωB97M-V with the def2-TZVPD basis set.

energy relative to the best compared isomer or geometry (same formula, charge and spin) = 15.2 kcal/mol
electronic energy = -1066.165548 Ha
orbital gap = 8.991 eV
SMILES string = CSS.O.O.O

```
! wB97M-V def2-TZVPD RIJCOSX def2/J DEFGRID3
* xyz 0 1
C 3.010 -0.402 -0.721
S 1.586 0.767 -0.932
S 2.265 1.886 -2.587
H 2.736 -0.966 0.164
H 3.857 0.245 -0.567
H 3.056 -1.051 -1.590
H 3.454 2.073 -2.002
O -2.640 1.562 0.252
H -3.373 2.127 0.529
H -2.372 1.170 1.106
O -0.687 -0.858 1.392
H 0.077 -0.415 0.997
H -0.405 -1.777 1.322
O -3.861 -1.511 1.070
H -3.573 -1.935 0.260
H -3.129 -0.915 1.309
*
```